{"formula": "C48H84N12", "method": "ωB97M-V/def2-TZVPD", "lumo_energy_ev": 0.06, "homo_energy_ev": -11.13, "homo_lumo_gap_ev": 11.187, "molar_mass_da": 829.3, "smiles": "CCCC#N.CCCC#N.CCCC#N.CCCC#N.CCCC#N.CCCC#N.CCCC#N.CCCC#N.CCCC#N.CCCC#N.CCCC#N.CCCC#N", "relative_energy_kcal_mol": 25.4, "species": ["C", "C", "C", "C", "N", "H", "H", "H", "H", "H", "H", "H", "C", "C", "C", "C", "N", "H", "H", "H", "H", "H", "H", "H", "C", "C", "C", "C", "N", "H", "H", "H", "H", "H", "H", "H", "C", "C", "C", "C", "N", "H", "H", "H", "H", "H", "H", "H", "C", "C", "C", "C", "N", "H", "H", "H", "H", "H", "H", "H", "C", "C", "C", "C", "N", "H", "H", "H", "H", "H", "H", "H", "C", "C", "C", "C", "N", "H", "H", "H", "H", "H", "H", "H", "C", "C", "C", "C", "N", "H", "H", "H", "H", "H", "H", "H", "C", "C", "C", "C", "N", "H", "H", "H", "H", "H", "H", "H", "C", "C", "C", "C", "N", "H", "H", "H", "H", "H", "H", "H", "C", "C", "C", "C", "N", "H", "H", "H", "H", "H", "H", "H", "C", "C", "C", "C", "N", "H", "H", "H", "H", "H", "H", "H"], "coordinates": [[15.21817, -2.34527, 9.00070], [14.99276, -3.68945, 9.68977], [13.55778, -4.21365, 9.45622], [13.42936, -4.63368, 8.06011], [13.32722, -4.93195, 6.95627], [14.49519, -1.60961, 9.34791], [15.06787, -2.44143, 7.92260], [16.22980, -1.97387, 9.15427], [15.14230, -3.57002, 10.76618], [15.71993, -4.43051, 9.35665], [12.89446, -3.37570, 9.67140], [13.25456, -5.04954, 10.08480], [18.25863, 4.39888, 15.28127], [19.33765, 3.73202, 16.14514], [19.99272, 4.69963, 17.12230], [20.66133, 5.81397, 16.41939], [21.16937, 6.64106, 15.81149], [18.64720, 5.03381, 14.48169], [17.66634, 5.09758, 15.87844], [17.65771, 3.62003, 14.81697], [20.08896, 3.32873, 15.46373], [18.85399, 2.94789, 16.72751], [20.75680, 4.22601, 17.74002], [19.22769, 5.12256, 17.77624], [20.69076, 6.98825, 12.06867], [19.59972, 8.03805, 11.96095], [18.38274, 7.57792, 11.13156], [17.86787, 6.26406, 11.52557], [17.51974, 5.22507, 11.85845], [20.31652, 6.03615, 12.45159], [21.51913, 7.28686, 12.70942], [21.12760, 6.75087, 11.09229], [19.95200, 8.97567, 11.53649], [19.24412, 8.21343, 12.97962], [18.63552, 7.55864, 10.07083], [17.56777, 8.28837, 11.28492], [15.77168, 4.38627, 8.54380], [15.60317, 5.55999, 7.58426], [15.88687, 6.93529, 8.20361], [15.15273, 7.23336, 9.42617], [14.58335, 7.47376, 10.39321], [15.11494, 4.45576, 9.41445], [16.80665, 4.33720, 8.89034], [15.49395, 3.43084, 8.09317], [14.57880, 5.53389, 7.20955], [16.30819, 5.46479, 6.75824], [15.63783, 7.70581, 7.47116], [16.94639, 7.05486, 8.44138], [17.32784, 0.66975, 17.89744], [18.47161, 0.14648, 17.04241], [19.78316, 0.08207, 17.83649], [19.79074, -0.80762, 18.98922], [19.79066, -1.52087, 19.88930], [17.63557, 1.64618, 18.30125], [17.15196, 0.12549, 18.82688], [16.42686, 0.82068, 17.30819], [18.53838, 0.71052, 16.11209], [18.27481, -0.86087, 16.65905], [20.11863, 1.07328, 18.14387], [20.53077, -0.35823, 17.16699], [12.97919, -1.74448, 11.33697], [11.97374, -1.26064, 10.29946], [10.53222, -1.49957, 10.76462], [10.25587, -2.92021, 10.99072], [10.01131, -4.02720, 11.15371], [12.74689, -2.75656, 11.67182], [12.96314, -1.07907, 12.20251], [13.99951, -1.77295, 10.95571], [12.16243, -1.79975, 9.36897], [12.11709, -0.19470, 10.12098], [9.84701, -1.18171, 9.97415], [10.27656, -0.94048, 11.66438], [18.77520, 1.26216, 5.46404], [17.44824, 1.67572, 6.11025], [17.44146, 1.38029, 7.60892], [18.59982, 1.92711, 8.33507], [19.49174, 2.39478, 8.89822], [18.83590, 1.49921, 4.40010], [18.95383, 0.19169, 5.57685], [19.63010, 1.78767, 5.89380], [16.60818, 1.11965, 5.69403], [17.26643, 2.73245, 5.91248], [17.39574, 0.31034, 7.80908], [16.55069, 1.85684, 8.01930], [15.69912, 0.75417, 10.86137], [16.60702, 1.92996, 11.16866], [17.42956, 1.71038, 12.45808], [16.61470, 1.27554, 13.59628], [15.97072, 0.93213, 14.48070], [15.25601, 0.79660, 9.86915], [14.89163, 0.70576, 11.60120], [16.20514, -0.20096, 11.04638], [16.01632, 2.82886, 11.34357], [17.32055, 2.08469, 10.36185], [17.90204, 2.63177, 12.80311], [18.22519, 1.02004, 12.18049], [12.79167, 2.45568, 19.04474], [13.81238, 2.23366, 17.93994], [13.55985, 0.91506, 17.17837], [13.57986, -0.28771, 18.01269], [13.58703, -1.21762, 18.68402], [12.98914, 1.78147, 19.88058], [11.78691, 2.18344, 18.71916], [12.84802, 3.48666, 19.38761], [14.84573, 2.24908, 18.28869], [13.78587, 2.98890, 17.15062], [14.22738, 0.79050, 16.32583], [12.53029, 0.90667, 16.80102], [16.66436, -3.62969, 13.62731], [17.32133, -2.25096, 13.71097], [18.78857, -2.27431, 13.28782], [19.52274, -1.06615, 13.68336], [20.12279, -0.11619, 13.92504], [17.11701, -4.36945, 14.29465], [16.64074, -4.05322, 12.62260], [15.65827, -3.57309, 14.05075], [17.12397, -1.95497, 14.74306], [16.73876, -1.54498, 13.11876], [18.87912, -2.34845, 12.20158], [19.37056, -3.10546, 13.69242], [20.86419, 3.11406, 12.09338], [22.07874, 2.55642, 12.81941], [22.76565, 3.60759, 13.70914], [23.56230, 4.56009, 12.91880], [24.18177, 5.30445, 12.30666], [20.17329, 3.61319, 12.78059], [20.27927, 2.32886, 11.61018], [21.12567, 3.80028, 11.28795], [22.78927, 2.18128, 12.07967], [21.88616, 1.71765, 13.48769], [23.50781, 3.11901, 14.34718], [22.06864, 4.13812, 14.35641], [11.00706, 1.99417, 6.89732], [10.77144, 0.58139, 7.40210], [11.89945, -0.40071, 7.05794], [13.23517, 0.10375, 7.43366], [14.27036, 0.49778, 7.73758], [11.93338, 2.38604, 7.31890], [10.16241, 2.62009, 7.18734], [11.07937, 2.11221, 5.81368], [9.80363, 0.17484, 7.11455], [10.76520, 0.62138, 8.49678], [11.95647, -0.52319, 5.97087], [11.80383, -1.39989, 7.47916]], "forces_ev_per_a": [[-0.1360, -0.4795, -0.4936], [0.0557, -0.1125, 0.3656], [0.5658, 0.2210, -0.2367], [-0.4203, 0.2036, -0.0111], [0.0675, -0.0038, -0.0361], [0.3541, 0.0641, -0.2206], [0.0662, -0.0233, -0.0231], [-0.0126, 0.0747, 0.1058], [-0.0320, -0.0867, -0.0115], [0.0069, 0.0030, -0.0480], [-0.1398, -0.5803, -0.2962], [0.2009, 0.0161, 0.1573], [0.3060, 0.3385, 0.1193], [-0.2976, 0.4539, -0.5277], [0.2979, 0.5248, -0.1123], [-0.4176, -0.5425, 0.1920], [0.1802, 0.2933, -0.1784], [0.3203, -0.2261, -0.0228], [-0.3788, -0.3899, 0.0651], [-0.3273, 0.1994, 0.0816], [0.0417, -0.4071, 0.2553], [0.2677, -0.1824, -0.0621], [-0.1127, -0.1245, 0.0669], [0.0930, 0.0245, 0.0942], [0.4971, -0.3143, -0.5978], [-0.3401, -0.6921, 0.5819], [-0.0345, 0.2749, 0.1887], [0.4277, 0.3369, -0.1077], [-0.2043, -0.4075, 0.0930], [-0.1577, 0.1414, 0.1237], [-0.1183, 0.1617, 0.0654], [-0.0299, 0.0942, -0.0087], [0.0828, 0.0266, 0.0605], [-0.0213, 0.3342, -0.0696], [-0.0429, -0.0918, -0.0416], [-0.0330, 0.0188, -0.2165], [0.0653, 0.0103, 0.2243], [-0.1782, -0.2699, 0.4067], [0.0879, 0.0751, -0.2023], [-0.1959, -0.0977, 0.1020], [-0.0157, 0.0084, 0.0468], [0.1279, 0.3183, 0.0583], [-0.0568, -0.1620, 0.1335], [0.1093, 0.2127, -0.2858], [0.0784, 0.1911, -0.2433], [-0.1994, -0.0995, -0.1864], [0.0612, 0.0590, 0.0490], [0.0364, -0.1266, -0.0786], [0.4413, 0.7985, 0.3439], [-0.5417, -0.8162, 0.4068], [0.4835, -0.1316, -1.1022], [-0.5142, -0.0184, 0.3066], [0.0520, 0.0342, -0.0533], [-0.1402, 0.1674, -0.3196], [-0.2044, -0.5592, -0.3793], [-0.1022, -0.1920, 0.1378], [0.4874, 0.3805, 0.2566], [-0.1934, -0.0855, 0.3025], [0.0400, -0.0005, 0.0153], [0.1978, 0.4007, 0.0042], [0.0560, 0.2595, 0.4924], [0.2688, -0.2007, 0.5759], [-0.1189, -0.0638, -0.6172], [-0.0577, 0.3394, 0.0617], [0.0626, -0.3315, 0.0181], [-0.1089, 0.0460, 0.1303], [0.0150, -0.1140, 0.0845], [-0.3195, 0.2545, 0.3105], [-0.3019, 0.2876, 0.0075], [0.0027, -0.0049, -0.1149], [-0.0857, 0.0938, 0.1098], [0.1432, 0.0106, 0.0472], [0.0721, 0.0577, -0.2854], [0.7445, -0.2864, -0.2738], [-0.0248, 0.5085, 0.2385], [0.3266, 0.3139, -0.0483], [-0.4583, -0.3080, -0.3019], [-0.3309, -0.1026, -0.0205], [-0.0094, -0.0171, 0.0129], [-0.1263, -0.0114, 0.2873], [0.0242, 0.0182, -0.1376], [-0.0475, 0.0740, 0.1964], [-0.0883, -0.0404, -0.0482], [0.0836, -0.4063, 0.2589], [-0.2887, -0.3137, 0.8439], [-0.1886, 0.1721, 0.6992], [-0.0842, 0.2988, -0.4098], [0.4332, -0.3346, -0.5429], [-0.2151, -0.0179, 0.3036], [0.1476, -0.1161, -0.0044], [-0.1427, 0.2427, -0.1454], [0.2303, 0.0027, -0.5328], [0.0161, 0.1340, -0.4364], [-0.0715, 0.2782, 0.1487], [0.1108, 0.1119, -0.3653], [0.0128, -0.3124, 0.6759], [0.4011, -0.2395, 0.0550], [0.0667, -0.5920, -0.8153], [-0.5540, -0.1679, 0.1440], [0.4872, 0.2020, 0.0952], [-0.0343, -0.1776, 0.0930], [0.1511, 0.1397, 0.0773], [-0.0710, 0.3905, -0.1665], [-0.2789, -0.0298, 0.1402], [-0.0812, -0.0522, 0.3030], [-0.2617, 0.2383, 0.2217], [0.0782, -0.0283, 0.0612], [0.1077, 0.3352, -0.2481], [-0.2083, -0.3002, 0.3232], [-0.7496, -0.8297, 0.3836], [0.2917, 0.4330, 0.1685], [0.0463, 0.1653, -0.2820], [-0.1473, -0.0889, 0.1754], [0.4781, 0.1514, -0.1849], [-0.0846, 0.0409, -0.0140], [-0.1703, 0.1551, -0.4848], [0.7068, 0.3751, 0.0284], [0.2189, 0.0787, -0.1843], [-0.0908, -0.0415, -0.0173], [-0.3483, -0.1768, 0.1376], [-0.4884, -0.4138, 0.0801], [0.2883, 0.2189, 0.1741], [0.9155, -0.1747, -0.4617], [-0.6336, 0.0700, 0.3547], [0.1990, 0.1545, -0.2403], [0.1080, 0.1215, 0.0136], [0.1614, -0.1011, 0.0214], [0.1513, 0.1406, 0.1618], [0.1119, 0.0638, 0.0711], [-0.5781, -0.0344, -0.2121], [-0.1821, -0.0686, 0.1400], [-0.0590, 0.1227, -0.1065], [-0.2082, 0.1943, -0.2070], [0.4710, -0.2370, 0.8340], [0.5322, 0.2716, -1.0111], [-0.3662, -0.0122, 0.1367], [-0.1119, 0.0718, -0.1678], [-0.1098, 0.1578, 0.0782], [0.1722, 0.1132, 0.1983], [0.0396, -0.4202, -0.0417], [0.0791, -0.0669, -0.2700], [-0.2581, 0.1482, -0.0258], [-0.0999, -0.1330, 0.0178], [-0.2704, 0.0710, -0.0034]]}